--- P ---
2 unconnected molecules or ions with the total composition C3H9NS. Source: OMol25; level of theory: ωB97M-V/def2-TZVPD.

```
14
Properties=species:S:1:pos:R:3:mulliken_spin:R:1
C 2.46 2.73 -3.06 0.6412
N 3.77 2.95 -3.08 0.1930
H 1.90 3.42 -2.46 -0.0339
H 1.93 2.01 -3.69 -0.1014
H 4.21 2.69 -3.97 0.0145
C -0.96 -0.60 2.59 0.3922
S -0.50 -1.94 1.46 -0.0583
C -2.17 -2.52 1.05 0.2590
H -1.85 -0.10 2.23 -0.0585
H -1.10 -1.00 3.60 -0.0282
H -0.20 0.17 2.51 -0.1092
H -2.06 -3.24 0.24 -0.0067
H -2.73 -1.68 0.65 -0.0793
H -2.70 -2.89 1.93 -0.0244
```

Calculated values
* expectation value of S²: 0.75
* multiplicity: 2
* net charge: -1
* HOMO (alpha / beta): 1.1 / -4.1 eV
* frontier orbital gap (alpha / beta): 2.036 / 7.227 eV


--- Q ---
A gas-phase ion, C3H9NS (charge -1). Source: OMol25; level of theory: ωB97M-V/def2-TZVPD.

```
14
Properties=species:S:1:pos:R:3:mulliken_spin:R:1
C -1.03 -1.56 1.09 0.1665
N -0.73 -0.12 0.89 -0.2275
C 0.41 0.20 0.09 0.6876
C 0.17 1.08 -1.14 1.1821
S 1.71 0.88 -2.20 0.1558
H -1.34 -1.84 2.11 -0.0372
H -1.84 -1.89 0.43 -0.0104
H -0.17 -2.18 0.78 -0.0190
H -0.84 0.29 1.80 -0.0818
H 0.97 -0.64 -0.30 -0.1688
H 1.22 0.62 0.70 0.0819
H 0.08 2.13 -0.87 -0.3752
H -0.77 0.84 -1.66 -0.2178
H 2.16 2.19 -1.72 -0.1362
```

Calculated values
* expectation value of S²: 0.75
* multiplicity: 2
* net charge: -1
* HOMO (alpha / beta): 1.0 / -4.4 eV
* frontier orbital gap (alpha / beta): 2.593 / 7.907 eV


--- R ---
2 unconnected molecules or ions with the total composition C3H9NS. Source: OMol25; level of theory: ωB97M-V/def2-TZVPD.

```
14
Properties=species:S:1:pos:R:3:mulliken_spin:R:1
C -0.35 1.71 -0.24 -0.0706
C 2.01 1.48 0.13 0.5474
N 0.79 0.94 0.06 0.3529
H -1.06 1.79 0.61 0.0423
H -0.93 1.34 -1.10 0.0307
H -0.13 2.78 -0.47 0.0322
H 2.19 2.56 0.02 0.0387
H 2.87 0.84 0.32 0.0272
H 0.14 -0.65 0.21 0.0002
C -1.23 -2.58 0.06 -0.0001
S 0.49 -2.07 0.39 -0.0001
H -1.30 -3.07 -0.92 -0.0010
H -1.58 -3.31 0.80 -0.0003
H -1.91 -1.73 0.12 0.0004
```

Calculated values
* expectation value of S²: 0.75
* multiplicity: 2
* net charge: -1
* HOMO (alpha / beta): 0.3 / -3.4 eV
* frontier orbital gap (alpha / beta): 3.542 / 7.295 eV


--- S ---
2 unconnected molecules or ions with the total composition C3H9NS. Source: OMol25; level of theory: ωB97M-V/def2-TZVPD.

```
14
Properties=species:S:1:pos:R:3:mulliken_spin:R:1
C 2.24 0.14 -0.12 -0.0008
N 0.93 -0.40 -0.46 -0.0103
C -0.14 0.42 0.13 -0.0312
C -1.52 -0.21 -0.09 0.3420
S -2.82 0.64 0.78 0.2767
H 2.40 0.21 0.96 0.0000
H 2.33 1.13 -0.57 -0.0012
H 3.02 -0.48 -0.56 0.0017
H 0.86 -1.32 -0.03 -0.0005
H 0.01 0.56 1.21 -0.0017
H -0.11 1.40 -0.33 -0.0155
H -1.71 -0.23 -1.16 0.0655
H -1.43 -1.28 0.17 0.0181
H -4.05 -0.58 0.07 0.3573
```

Calculated values
* expectation value of S²: 0.75
* multiplicity: 2
* net charge: -1
* HOMO (alpha / beta): -0.3 / -3.1 eV
* frontier orbital gap (alpha / beta): 3.978 / 6.683 eV


The structure with the least stability is P.


--- P ---
10 unconnected molecules or ions with the total composition CH22O10. Source: OMol25; level of theory: ωB97M-V/def2-TZVPD.

```
33
Properties=species:S:1:pos:R:3:lowdin_charge:R:1
O 0.08 -0.11 0.48 0.3292
H 0.36 0.59 0.97 0.0520
H 0.52 -0.10 -0.36 0.0495
H -0.72 -0.41 0.64 0.0007
C -0.02 -0.36 -2.49 -0.2640
O 1.21 0.20 -1.90 -0.3722
H -0.88 0.37 -2.48 0.0433
H -0.43 -1.02 -1.90 -0.0471
H -0.11 -0.74 -3.60 0.1054
O 1.28 -0.65 3.25 -0.1141
H 0.89 -1.70 3.31 0.1650
H 1.02 -0.64 4.17 -0.0015
O -1.31 -2.64 0.02 -0.0015
H -0.55 -2.90 -0.26 -0.1056
H -1.96 -2.63 -0.77 0.1267
O -2.40 1.52 -0.71 -0.0717
H -1.93 2.36 -0.61 0.0254
H -2.52 1.41 -1.69 0.0494
O 0.12 2.57 1.51 0.0088
H 0.40 3.33 1.07 0.0240
H -0.23 2.92 2.32 0.0513
O 1.33 -2.90 -1.06 -0.0276
H 1.18 -2.05 -1.50 0.0088
H 1.32 -3.73 -1.48 0.0298
O 1.02 2.82 -1.94 -0.0243
H 0.11 3.11 -1.95 0.0094
H 1.00 1.92 -1.96 -0.1050
O 3.15 0.82 0.70 -0.0932
H 3.10 -0.04 1.20 0.0481
H 2.90 1.29 1.57 0.0582
O -2.26 -0.73 1.83 -0.0515
H -2.60 -1.44 1.30 0.0051
H -3.08 -0.43 2.31 0.0893
```

Calculated values
* multiplicity: 1
* net charge: 0
* HOMO: -7.7 eV
* frontier orbital gap: 7.562 eV


--- Q ---
10 unconnected molecules or ions with the total composition CH22O10. Source: OMol25; level of theory: ωB97M-V/def2-TZVPD.

```
33
Properties=species:S:1:pos:R:3:lowdin_charge:R:1
O -20.54 8.16 -3.14 0.3494
H -19.93 8.77 -3.57 0.1594
H -21.45 8.20 -3.44 0.1731
H -20.42 8.11 -2.19 0.1735
C -17.43 13.06 -4.21 -0.4339
O -17.41 11.79 -4.79 -0.4879
H -16.57 13.07 -3.54 0.0238
H -17.27 13.75 -5.04 0.0345
H -18.24 13.37 -3.55 0.0232
O -16.63 12.15 -9.99 -0.0572
H -17.06 12.99 -10.16 0.0256
H -16.73 12.01 -9.05 0.0292
O -21.41 11.86 0.78 -0.0625
H -20.97 11.43 1.51 0.0268
H -21.11 12.77 0.82 0.0334
O -14.89 12.29 1.72 -0.0554
H -14.04 12.44 2.14 0.0259
H -14.94 12.95 1.03 0.0282
O -13.83 16.50 0.00 -0.0534
H -13.23 16.50 0.75 0.0260
H -14.03 17.43 -0.14 0.0288
O -22.15 15.54 -6.00 -0.0538
H -21.54 14.88 -5.69 0.0291
H -22.92 15.05 -6.28 0.0240
O -11.94 14.64 -4.10 -0.0552
H -11.97 15.45 -3.58 0.0236
H -12.81 14.27 -4.01 0.0297
O -21.06 9.36 -8.24 -0.0641
H -20.32 9.86 -7.88 0.0286
H -21.68 10.03 -8.53 0.0275
O -14.31 7.20 -7.83 -0.0572
H -14.80 7.96 -7.52 0.0302
H -13.49 7.23 -7.34 0.0268
```

Calculated values
* multiplicity: 1
* net charge: 0
* HOMO: -5.5 eV
* frontier orbital gap: 3.217 eV


The structure with the least stability is Q.